Entry 1:
{"formula": "C18H22FN3O3", "method": "ωB97M-V/def2-TZVPD", "de_lowest_ev": 0.215, "total_charge": 0, "molar_mass_g_mol": 347.4, "homo_ev": -8.90, "multiplicity": 1, "smiles": "Cn1nc(C(C)(C)C)cc1C(=O)NCc1cc(F)cc2c1OCOC2", "symbols": ["C", "N", "N", "C", "C", "C", "C", "C", "C", "C", "C", "O", "N", "C", "C", "C", "C", "F", "C", "C", "C", "O", "C", "O", "C", "H", "H", "H", "H", "H", "H", "H", "H", "H", "H", "H", "H", "H", "H", "H", "H", "H", "H", "H", "H", "H", "H"], "xyz": [[0.376, -1.603, -0.853], [-0.037, -2.032, 0.454], [0.100, -3.309, 0.788], [-0.267, -3.425, 2.054], [-0.255, -4.738, 2.781], [0.728, -4.644, 3.954], [-1.664, -5.029, 3.313], [0.179, -5.856, 1.833], [-0.634, -2.167, 2.561], [-0.480, -1.289, 1.503], [-0.727, 0.166, 1.500], [-0.440, 0.880, 2.439], [-1.359, 0.633, 0.391], [-1.590, 2.044, 0.188], [-0.926, 2.554, -1.061], [-1.642, 3.234, -2.032], [-0.994, 3.702, -3.162], [-1.706, 4.370, -4.093], [0.354, 3.494, -3.371], [1.081, 2.805, -2.411], [0.446, 2.350, -1.257], [1.138, 1.669, -0.292], [2.536, 1.777, -0.398], [2.992, 1.521, -1.682], [2.549, 2.516, -2.587], [0.779, -0.593, -0.807], [-0.455, -1.638, -1.565], [1.148, -2.289, -1.200], [0.751, -5.585, 4.501], [1.731, -4.430, 3.590], [0.436, -3.852, 4.640], [-2.375, -5.081, 2.491], [-1.676, -5.980, 3.840], [-1.986, -4.250, 3.999], [0.195, -6.809, 2.357], [1.171, -5.651, 1.440], [-0.507, -5.925, 0.994], [-0.970, -1.916, 3.545], [-1.601, 0.007, -0.359], [-2.664, 2.251, 0.148], [-1.163, 2.534, 1.070], [-2.698, 3.413, -1.913], [0.830, 3.857, -4.268], [2.954, 1.015, 0.263], [2.848, 2.783, -0.062], [2.752, 2.125, -3.586], [3.134, 3.440, -2.446]], "forces_ev_per_angstrom": [[0.2, 0.0, -0.5], [-0.2, 0.3, 0.5], [0.2, -0.7, -0.3], [-0.1, 0.3, -0.1], [0.0, -0.2, 0.0], [-0.1, 0.0, -0.2], [0.2, 0.0, -0.1], [-0.1, 0.2, 0.1], [0.0, 0.3, -0.3], [0.2, -0.7, 0.5], [-0.3, 0.2, -0.2], [0.1, -0.1, 0.2], [-0.2, 0.0, -0.2], [0.1, 0.2, 0.2], [0.3, -0.1, 0.0], [0.1, 0.1, -0.1], [0.2, -0.1, 0.0], [0.0, 0.0, 0.0], [-0.3, 0.0, 0.1], [0.0, -0.2, 0.3], [-0.1, 0.2, -0.3], [-0.2, 0.0, 0.0], [0.5, 0.1, 0.5], [-0.1, -0.1, -0.1], [0.2, 0.2, -0.2], [0.0, 0.0, 0.0], [0.0, 0.0, 0.0], [-0.1, 0.1, 0.0], [0.0, -0.1, 0.1], [0.1, 0.0, 0.0], [0.0, 0.1, 0.1], [-0.1, 0.0, -0.1], [0.0, -0.1, 0.1], [-0.1, 0.1, 0.1], [0.0, -0.1, 0.1], [0.1, 0.0, -0.1], [0.0, -0.1, -0.1], [-0.1, 0.1, 0.2], [0.0, -0.1, 0.1], [0.1, 0.1, 0.0], [-0.2, 0.0, -0.1], [-0.1, 0.0, 0.0], [0.0, 0.1, -0.2], [-0.1, 0.1, -0.1], [-0.1, -0.1, -0.1], [0.0, 0.1, 0.1], [0.0, -0.2, -0.1]], "nbo_charge": [-0.422, -0.152, -0.291, 0.226, -0.114, -0.590, -0.590, -0.595, -0.308, 0.020, 0.663, -0.603, -0.603, -0.254, -0.065, -0.263, 0.385, -0.323, -0.260, -0.121, 0.341, -0.523, 0.221, -0.514, -0.085, 0.229, 0.193, 0.235, 0.205, 0.212, 0.207, 0.211, 0.206, 0.206, 0.202, 0.217, 0.216, 0.235, 0.396, 0.203, 0.259, 0.229, 0.229, 0.192, 0.145, 0.210, 0.183]}



Entry 2:
{"formula": "C22H25F2NO3", "method": "ωB97M-V/def2-TZVPD", "de_lowest_ev": 0.000, "total_charge": 0, "molar_mass_g_mol": 389.4, "homo_ev": -8.79, "multiplicity": 1, "smiles": "COC(=O)c1ccc(CN2CCC[C@](CO)(Cc3ccc(F)cc3F)C2)cc1", "symbols": ["C", "O", "C", "O", "C", "C", "C", "C", "C", "N", "C", "C", "C", "C", "C", "O", "C", "C", "C", "C", "C", "F", "C", "C", "F", "C", "C", "C", "H", "H", "H", "H", "H", "H", "H", "H", "H", "H", "H", "H", "H", "H", "H", "H", "H", "H", "H", "H", "H", "H", "H", "H", "H"], "xyz": [[-5.393, -0.265, 0.188], [-4.092, -0.748, 0.487], [-3.471, -1.445, -0.475], [-3.966, -1.694, -1.547], [-2.099, -1.841, -0.076], [-1.238, -2.330, -1.056], [0.072, -2.633, -0.739], [0.543, -2.461, 0.560], [2.010, -2.616, 0.847], [2.743, -1.554, 0.162], [4.174, -1.644, 0.376], [4.905, -0.622, -0.492], [4.360, 0.793, -0.286], [2.827, 0.834, -0.376], [2.382, 0.550, -1.829], [1.015, 0.270, -1.987], [2.319, 2.224, 0.083], [0.820, 2.331, 0.071], [0.125, 2.761, -1.054], [-1.256, 2.790, -1.090], [-1.962, 2.384, 0.027], [-3.310, 2.400, 0.003], [-1.322, 1.979, 1.182], [0.060, 1.969, 1.177], [0.682, 1.595, 2.321], [2.282, -0.239, 0.568], [-0.337, -2.024, 1.544], [-1.646, -1.712, 1.233], [-5.546, 0.617, 0.805], [-5.463, -0.008, -0.871], [-6.137, -1.029, 0.421], [-1.610, -2.442, -2.062], [0.748, -2.994, -1.501], [2.375, -3.571, 0.457], [2.187, -2.595, 1.937], [4.505, -2.652, 0.111], [4.426, -1.471, 1.440], [4.807, -0.912, -1.538], [5.968, -0.640, -0.244], [4.799, 1.467, -1.025], [4.656, 1.144, 0.705], [2.580, 1.433, -2.444], [2.973, -0.281, -2.226], [0.836, -0.586, -1.578], [2.743, 2.983, -0.577], [2.684, 2.405, 1.096], [0.680, 3.068, -1.926], [-1.786, 3.113, -1.971], [-1.876, 1.680, 2.056], [1.193, -0.223, 0.544], [2.600, -0.008, 1.601], [0.017, -1.899, 2.558], [-2.320, -1.354, 1.996]], "forces_ev_per_angstrom": [[-0.3, 0.1, -0.3], [0.3, 0.0, 0.2], [-0.2, 0.0, -0.3], [0.0, 0.0, 0.1], [0.3, -0.1, 0.1], [-0.2, 0.1, 0.0], [0.0, -0.1, 0.1], [-0.1, -0.1, 0.1], [0.1, 0.0, -0.1], [-0.1, -0.1, 0.1], [0.2, 0.0, -0.3], [0.0, 0.0, 0.2], [-0.2, -0.2, -0.2], [0.0, 0.2, 0.1], [0.4, -0.1, 0.1], [-0.3, -0.2, 0.0], [0.0, -0.4, 0.0], [0.0, 0.2, 0.3], [-0.2, 0.0, 0.4], [-0.2, 0.0, 0.0], [0.3, 0.0, 0.0], [0.0, 0.0, 0.0], [-0.1, 0.0, 0.0], [-0.1, 0.2, -0.3], [0.0, 0.0, -0.1], [0.0, 0.2, -0.2], [0.1, -0.2, -0.1], [-0.2, 0.0, -0.2], [0.0, -0.1, 0.0], [0.0, 0.0, 0.1], [0.0, 0.1, 0.0], [0.0, 0.0, -0.1], [0.1, 0.0, -0.1], [0.0, 0.0, 0.1], [0.0, 0.0, -0.1], [0.0, 0.0, 0.1], [0.0, 0.0, 0.0], [0.1, -0.1, 0.0], [0.0, 0.0, -0.1], [0.1, 0.1, 0.0], [0.0, 0.1, 0.0], [0.1, 0.0, 0.0], [0.0, 0.1, 0.0], [0.0, 0.0, 0.0], [0.0, 0.1, 0.0], [0.1, 0.1, 0.0], [0.1, 0.0, -0.1], [-0.1, 0.0, -0.1], [-0.1, 0.0, 0.1], [0.1, 0.1, 0.1], [-0.1, 0.0, 0.0], [0.1, 0.0, 0.1], [0.0, 0.1, 0.1]], "nbo_charge": [-0.261, -0.510, 0.786, -0.594, -0.187, -0.145, -0.256, 0.009, -0.240, -0.449, -0.214, -0.404, -0.393, -0.052, -0.067, -0.728, -0.411, -0.105, -0.125, -0.296, 0.408, -0.326, -0.355, 0.412, -0.335, -0.253, -0.235, -0.108, 0.198, 0.209, 0.185, 0.240, 0.226, 0.210, 0.174, 0.202, 0.159, 0.202, 0.213, 0.210, 0.204, 0.174, 0.175, 0.480, 0.216, 0.222, 0.215, 0.231, 0.242, 0.224, 0.180, 0.217, 0.224]}



Entry 3:
{"formula": "C7H16O2S2Si", "method": "ωB97M-V/def2-TZVPD", "de_lowest_ev": 3.214, "total_charge": 0, "molar_mass_g_mol": 224.4, "homo_ev": -8.28, "multiplicity": 1, "smiles": "C[Si](C)(C)C=[S@@]1(=O)CCCSO1", "symbols": ["C", "Si", "C", "C", "C", "S", "O", "C", "C", "C", "S", "O", "H", "H", "H", "H", "H", "H", "H", "H", "H", "H", "H", "H", "H", "H", "H", "H"], "xyz": [[1.119, 2.360, -1.202], [1.669, 0.931, 0.021], [2.271, -0.484, -1.071], [3.080, 1.641, 1.116], [-0.003, 0.572, 0.953], [-1.159, -0.080, -0.002], [-0.675, -0.812, -1.101], [-2.463, -1.018, 0.905], [-3.836, -1.080, 0.179], [-4.781, 0.068, 0.049], [-3.697, 1.587, -0.203], [-2.342, 0.860, -0.765], [0.675, 1.953, -2.064], [0.367, 3.134, -0.944], [2.056, 2.907, -1.581], [2.438, -1.395, -0.551], [1.370, -0.701, -1.725], [3.179, -0.167, -1.697], [3.646, 2.260, 0.527], [2.560, 2.276, 1.826], [3.650, 0.917, 1.599], [-0.444, 1.311, 1.570], [-2.427, -0.536, 1.848], [-2.113, -2.025, 1.071], [-3.545, -1.507, -0.870], [-4.321, -2.060, 0.621], [-5.274, -0.241, -0.908], [-5.518, 0.138, 0.785]], "forces_ev_per_angstrom": [[1.9, 1.1, 0.7], [-0.8, 1.3, -0.6], [-0.7, 1.2, -1.6], [-3.7, -0.6, 0.2], [0.1, -0.9, -1.7], [-1.2, 0.3, 2.6], [0.5, -1.5, -2.0], [0.0, 0.7, -0.7], [1.5, -4.5, -0.4], [1.6, -0.2, -3.1], [-0.9, -0.5, 0.9], [0.6, 0.5, -1.0], [-0.4, -1.0, -1.3], [0.6, -0.4, 0.7], [-1.2, -0.6, 0.5], [0.5, -0.8, 0.6], [1.4, 0.3, 0.4], [-1.3, -0.5, 0.9], [1.6, 1.4, -1.6], [0.1, 0.1, 0.5], [1.0, -1.2, 0.9], [-0.2, 0.6, 1.0], [-0.5, 0.5, 1.1], [0.5, -0.2, -0.2], [-0.6, 1.1, 1.6], [0.4, 2.1, -0.6], [-0.1, 1.1, 0.7], [-0.8, 0.6, 1.5]], "nbo_charge": [-1.103, 1.599, -1.129, -1.061, -1.217, 2.061, -0.938, -0.626, -0.432, -0.552, 0.530, -0.904, 0.231, 0.235, 0.218, 0.237, 0.272, 0.240, 0.231, 0.230, 0.231, 0.247, 0.232, 0.249, 0.232, 0.234, 0.224, 0.229]}



Entry 4:
{"formula": "C11H23NOS", "method": "ωB97M-V/def2-TZVPD", "de_lowest_ev": 0.000, "total_charge": 0, "molar_mass_g_mol": 217.4, "homo_ev": -8.52, "multiplicity": 1, "smiles": "CCCCCCSC[C@H]1CC[C@@H](O)N1", "symbols": ["C", "C", "C", "C", "C", "C", "S", "C", "C", "C", "C", "C", "O", "N", "H", "H", "H", "H", "H", "H", "H", "H", "H", "H", "H", "H", "H", "H", "H", "H", "H", "H", "H", "H", "H", "H", "H"], "xyz": [[4.235, 2.518, -0.469], [4.303, 1.029, -0.149], [2.956, 0.493, 0.295], [3.037, -1.005, 0.615], [1.691, -1.584, 1.131], [0.873, -2.328, 0.063], [0.198, -1.272, -1.254], [-1.535, -1.071, -0.677], [-1.696, -0.253, 0.616], [-1.283, 1.210, 0.505], [-2.511, 1.898, -0.080], [-3.669, 0.998, 0.352], [-4.370, 0.546, -0.769], [-3.118, -0.163, 1.023], [3.563, 2.691, -1.283], [3.921, 3.083, 0.423], [5.217, 2.866, -0.772], [5.048, 0.875, 0.649], [4.662, 0.497, -1.034], [2.605, 1.021, 1.161], [2.217, 0.706, -0.525], [3.775, -1.105, 1.388], [3.384, -1.561, -0.232], [1.950, -2.318, 1.895], [1.097, -0.819, 1.612], [1.495, -3.096, -0.427], [0.031, -2.854, 0.565], [-2.077, -0.608, -1.528], [-1.967, -2.063, -0.556], [-1.128, -0.756, 1.427], [-0.382, 1.396, -0.117], [-1.107, 1.633, 1.531], [-2.607, 2.901, 0.361], [-2.426, 1.969, -1.183], [-4.361, 1.550, 0.991], [-4.572, -0.365, -0.525], [-3.114, 0.038, 2.024]], "forces_ev_per_angstrom": [[0.6, -0.3, 0.7], [0.2, 0.5, 0.3], [-0.1, -0.6, -1.6], [-1.5, 1.0, 0.5], [0.9, -0.7, -0.6], [-0.2, -0.1, 0.5], [-0.6, 0.0, 0.1], [0.1, 0.3, -0.4], [0.5, -0.3, 0.4], [1.0, 0.7, 0.2], [0.3, 0.5, -0.2], [-0.1, 0.5, -0.2], [-0.4, -0.3, -0.6], [0.4, 0.0, 0.8], [-0.6, 0.3, -0.4], [0.0, -0.1, -0.4], [0.1, 0.2, 0.0], [-0.2, -0.1, -0.2], [-0.1, -0.1, 0.1], [-0.2, 0.4, 0.6], [0.5, -0.3, 0.7], [0.5, -0.2, 0.5], [0.2, -0.4, -0.6], [-0.2, -0.1, 0.2], [-0.2, 0.3, 0.1], [-0.2, 0.3, 0.2], [0.4, 0.2, -0.5], [0.3, -0.1, 0.5], [0.0, 0.0, 0.1], [-0.4, 0.1, -0.5], [-0.4, -0.3, 0.5], [0.1, -0.5, -0.8], [-0.1, -0.2, -0.4], [-0.3, 0.0, 0.6], [0.0, -0.2, 0.3], [-0.3, -0.1, -0.3], [-0.1, -0.3, -0.2]], "nbo_charge": [-0.598, -0.389, -0.396, -0.394, -0.404, -0.531, 0.176, -0.533, -0.078, -0.425, -0.449, 0.226, -0.725, -0.644, 0.201, 0.198, 0.205, 0.189, 0.194, 0.191, 0.207, 0.199, 0.197, 0.203, 0.199, 0.223, 0.218, 0.241, 0.221, 0.203, 0.232, 0.200, 0.215, 0.226, 0.156, 0.480, 0.366]}



Entry 5:
{"formula": "C2H3F3I2Si", "method": "ωB97M-V/def2-TZVPD", "de_lowest_ev": 0.000, "total_charge": 0, "molar_mass_g_mol": 365.9, "homo_ev": -9.83, "multiplicity": 1, "smiles": "C[Si](I)(I)C(F)(F)F", "symbols": ["C", "Si", "I", "I", "C", "F", "F", "F", "H", "H", "H"], "xyz": [[-1.329, -0.327, 0.849], [0.426, 0.227, 0.570], [1.684, 2.250, 1.364], [1.608, -1.850, 1.340], [0.624, 0.351, -1.374], [0.157, 1.349, -2.089], [0.057, -0.773, -1.895], [1.946, 0.207, -1.519], [-1.895, 0.145, 1.687], [-2.019, -0.144, -0.072], [-1.260, -1.434, 1.140]], "forces_ev_per_angstrom": [[-2.1, -0.2, 0.2], [0.3, -0.2, -0.1], [-0.8, -0.8, -0.2], [0.0, 0.8, -0.3], [-0.1, -1.7, 1.5], [0.1, 0.8, -0.1], [-0.1, -0.1, -0.1], [0.8, 0.4, -1.0], [0.7, -0.1, -0.5], [1.4, -0.5, 1.4], [-0.3, 1.6, -0.8]], "nbo_charge": [-1.202, 1.050, -0.135, -0.181, 0.638, -0.311, -0.347, -0.333, 0.268, 0.274, 0.280]}



Entry 6:
{"formula": "C17H20N6", "method": "ωB97M-V/def2-TZVPD", "de_lowest_ev": 16.891, "total_charge": 0, "molar_mass_g_mol": 308.4, "homo_ev": -8.51, "multiplicity": 1, "symbols": ["C", "C", "C", "C", "H", "C", "N", "C", "N", "C", "N", "C", "N", "N", "C", "N", "C", "C", "H", "H", "H", "C", "C", "C", "C", "C", "C", "H", "H", "H", "H", "H", "H", "H", "H", "H", "H", "H", "H", "H", "H", "H", "H"], "xyz": [[1.669, 2.646, -1.111], [1.271, 1.849, -2.215], [2.401, 1.296, -2.976], [3.454, 0.436, -2.202], [3.983, 1.170, -1.365], [2.869, -0.862, -1.725], [2.429, -0.750, -0.409], [0.893, -0.594, -0.065], [0.626, -0.415, 1.198], [-0.592, -0.538, 1.644], [-1.754, -0.881, 0.606], [-1.302, -0.910, -0.664], [0.141, -0.787, -0.901], [-2.277, -1.274, -1.469], [-2.065, -1.261, -2.823], [-3.073, -1.677, -3.463], [-3.979, -1.514, -2.353], [-3.471, -1.349, -1.243], [-4.110, -1.167, -0.187], [-5.155, -1.771, -2.725], [-1.085, -1.278, -3.321], [-0.974, -0.529, 2.863], [-0.076, -0.184, 3.905], [-0.308, -0.079, 5.203], [-1.904, 0.195, 5.580], [-2.708, -0.239, 4.785], [-2.157, -0.363, 3.459], [-3.233, -0.660, 2.624], [-3.596, -0.381, 4.963], [-1.895, 0.119, 6.740], [0.303, 0.311, 5.973], [1.022, 0.088, 3.592], [2.839, -0.475, 0.387], [3.584, -1.610, -1.644], [1.991, -1.118, -2.350], [4.097, -0.025, -2.928], [2.131, 0.909, -3.959], [3.212, 1.896, -3.442], [0.705, 2.410, -3.106], [0.643, 0.892, -2.186], [2.221, 2.022, -0.261], [0.816, 2.934, -0.897], [2.414, 3.519, -1.535]], "forces_ev_per_angstrom": [[9.6, -1.0, 0.2], [-1.4, -2.5, -6.5], [4.4, -0.6, -1.8], [-0.6, 0.9, 0.2], [-1.1, -2.4, -2.2], [-0.9, 1.6, 1.1], [-8.8, -0.7, 1.1], [11.8, 0.5, 5.9], [-0.3, 0.8, 4.7], [0.0, -1.9, -13.4], [4.2, 1.4, 0.8], [4.1, 0.7, 8.2], [-12.8, -3.0, -12.5], [11.9, 2.3, -3.7], [3.7, -2.2, -2.1], [-2.5, 1.9, 1.7], [-10.5, -4.3, -11.3], [-9.6, 0.9, 11.2], [2.5, -0.7, -3.2], [3.4, 1.0, 1.8], [-0.1, 0.4, 1.0], [-1.9, 2.5, 11.0], [6.4, 0.4, -0.5], [-5.7, 2.8, 0.9], [12.5, -0.4, 10.0], [3.4, -0.6, -9.0], [-8.7, -3.3, -5.0], [3.4, 1.1, 2.3], [-9.3, -1.4, 1.2], [-1.1, 1.0, -2.0], [1.1, 0.0, 0.2], [-1.9, -1.1, 0.4], [2.9, 1.2, 2.8], [1.5, -1.7, -0.9], [0.6, -0.3, 0.2], [1.4, 1.1, -0.7], [-0.6, -1.3, 0.3], [-0.9, 1.8, 0.6], [0.7, -0.4, 2.3], [0.3, 1.7, 1.3], [-1.3, 1.5, -1.7], [-7.5, 4.1, 3.9], [-1.9, -2.0, 1.4]], "nbo_charge": [-0.588, -0.441, -0.420, -0.400, 0.203, -0.244, -0.631, 0.610, -0.516, 0.485, -0.524, 0.605, -0.538, -0.414, 0.174, -0.396, -0.089, -0.072, 0.274, 0.206, 0.216, -0.279, -0.156, -0.224, -0.106, -0.285, 0.045, 0.185, 0.203, 0.213, 0.213, 0.234, 0.383, 0.192, 0.222, 0.208, 0.205, 0.204, 0.199, 0.240, 0.207, 0.194, 0.203]}